[1]
DFT (wB97M-V/def2-TZVPD) results for a structure of composition C10H23N6O3Pt.

Geometry as XYZ:
```
43
Properties=species:S:1:pos:R:3:forces:R:3:lowdin_spin:R:1
Pt -0.611 0.635 -1.627 0.0346 -0.1763 0.0430 1.373
C 1.396 -3.204 -1.368 -0.0646 -0.1569 0.0730 0.004
C 0.694 -2.169 -2.219 0.1847 0.1790 -0.2219 0.007
C 1.028 -2.318 -3.690 -0.0339 0.0042 -0.1098 0.003
O 1.152 -0.841 -1.760 -0.1351 0.3779 -0.0037 0.134
C -0.826 -2.256 -2.041 -0.1716 0.2228 0.7480 0.012
O -1.361 -3.325 -2.146 -0.0607 -0.2415 -0.2527 0.010
O -1.480 -1.163 -1.693 0.1039 -0.1317 -0.2704 0.107
H 2.475 -3.160 -1.515 -0.0096 0.0348 -0.0354 0.000
H 1.033 -4.189 -1.658 0.0263 0.0011 0.0409 0.001
H 1.180 -3.065 -0.307 -0.0044 -0.0075 -0.0428 0.000
H 2.109 -2.319 -3.849 0.0040 -0.0035 0.0273 0.000
H 0.575 -1.519 -4.283 -0.0132 -0.0177 0.0110 0.002
H 0.627 -3.266 -4.046 0.0206 0.0049 -0.0172 0.000
H 1.744 -0.474 -2.427 0.1450 -0.1589 -0.0065 0.002
C 1.026 1.022 1.045 0.0118 -0.0212 0.0335 0.004
N 1.134 0.997 2.486 -0.0571 -0.0201 -0.0300 0.010
C 0.833 -0.363 2.958 0.0030 -0.0031 0.0108 0.001
N -0.517 -0.777 2.571 0.0269 0.0781 -0.0542 0.009
C -0.624 -0.751 1.130 0.0442 0.0002 0.0861 0.005
N -0.344 0.631 0.600 -0.1219 -0.0322 -0.0063 0.189
C -1.325 1.561 1.234 0.0220 0.0137 0.0604 0.011
N -1.227 1.538 2.674 0.0572 -0.0522 -0.0360 0.010
C 0.140 1.912 3.056 -0.0015 -0.0019 0.0096 0.001
C -1.482 0.165 3.139 -0.0065 -0.0009 0.0189 0.001
H 1.734 0.324 0.597 0.0034 -0.0008 -0.0013 0.000
H 1.232 2.031 0.681 0.0018 0.0059 0.0039 0.000
H 0.919 -0.386 4.043 0.0007 -0.0037 0.0046 0.000
H 1.560 -1.058 2.535 0.0054 -0.0035 -0.0046 0.000
H -1.622 -1.043 0.808 -0.0072 -0.0025 -0.0052 0.000
H 0.108 -1.426 0.686 -0.0375 0.0265 0.0146 0.000
H -2.328 1.265 0.917 0.0004 -0.0009 0.0003 0.003
H -1.109 2.575 0.880 -0.0014 -0.0029 0.0000 0.001
H 0.221 1.892 4.141 -0.0004 0.0009 0.0048 0.000
H 0.345 2.928 2.712 -0.0006 0.0044 -0.0034 0.000
H -2.491 -0.132 2.850 -0.0044 0.0017 -0.0042 0.000
H -1.408 0.145 4.225 -0.0013 -0.0026 0.0068 0.000
N -1.528 3.280 -1.986 0.0554 0.0637 -0.0642 0.049
N -0.204 2.708 -1.887 -0.0093 0.0293 -0.0699 0.034
H -1.482 4.210 -2.391 0.0093 0.0226 0.0527 0.003
H -1.908 3.358 -1.050 -0.0352 -0.0048 -0.0025 0.002
H 0.385 3.210 -1.225 0.0353 -0.0364 0.0038 0.001
H 0.230 2.817 -2.799 -0.0187 0.0119 -0.0120 0.010
```
Positions in Å, forces in eV/Å.

Properties
Orbital gap (spin up / spin down) (eV): 8.6 / 7.1
Maximum force (eV Å⁻¹): 0.80
Spin multiplicity: 3
Charge: +1
E_HOMO (spin up / spin down) (eV): -11.92 / -12.24
⟨S²⟩: 2.01

[2]
DFT (wB97M-V/def2-TZVPD) results for the ion C10H23NP with charge +1 in a non-equilibrium geometry.

Geometry as XYZ:
```
35
Properties=species:S:1:pos:R:3:forces:R:3:lowdin_charge:R:1
C -1.463 3.879 -0.316 -0.1483 -0.1534 -2.1750 -0.104
C -1.485 2.366 0.128 1.1365 2.3424 -1.0078 -0.238
C -0.105 1.648 0.134 -1.7468 -1.8890 -1.7472 -0.305
C 0.700 1.658 -1.240 -1.9054 0.5403 0.2408 -0.210
C 1.819 0.617 -1.140 2.3269 1.2276 0.5226 -0.197
C 1.187 -0.738 -0.749 -1.4815 -0.5177 0.5309 -0.365
C 1.892 -1.831 0.074 1.2004 -0.2612 0.4472 -0.246
C 2.207 -3.145 -0.731 -3.7899 1.1976 -0.4987 -0.073
P -0.399 -0.256 0.216 2.4937 0.3860 2.3531 1.046
C -1.732 -1.091 -0.581 -1.8739 2.3590 0.4973 -0.161
N -0.458 -0.720 1.928 -0.5290 1.0575 -2.8270 -0.208
C -1.138 -1.874 2.573 1.8258 -1.3526 1.6394 -0.140
H -0.720 4.648 -0.023 -0.0151 -1.0497 0.0976 0.093
H -2.422 4.300 -0.109 -0.7476 0.2511 0.9919 0.058
H -1.612 3.893 -1.415 1.0245 0.1471 0.1903 0.078
H -2.256 1.968 -0.549 0.4636 -0.5390 0.4269 0.111
H -1.881 2.542 1.087 -0.4653 -1.1064 1.5866 0.083
H 0.540 1.980 0.947 -0.0281 -0.2069 0.1259 0.128
H 0.829 2.755 -1.419 0.9744 -1.0596 -0.1092 0.132
H 0.028 1.338 -2.068 0.0238 0.2134 0.4810 0.123
H 2.439 0.520 -2.098 -0.9527 0.1882 1.3378 0.145
H 2.538 1.062 -0.330 -0.9756 -1.3216 -1.2415 0.150
H 0.879 -1.316 -1.643 -0.3602 0.8748 0.0788 0.119
H 2.812 -1.357 0.452 -0.0426 -0.4584 0.0129 0.113
H 1.301 -2.063 0.996 0.5395 -0.0533 -0.8147 0.083
H 1.190 -3.578 -1.120 1.6121 0.8733 0.4586 0.107
H 2.539 -3.918 -0.122 1.0593 -1.1762 1.2275 0.042
H 2.825 -3.017 -1.591 0.5931 0.2752 -0.4532 0.065
H -2.123 -0.500 -1.448 0.4201 -0.6154 0.5973 0.091
H -2.499 -1.061 0.229 0.1045 -0.5676 -0.9206 0.077
H -1.406 -2.054 -0.871 0.1160 -1.0873 -0.2465 0.050
H -0.264 0.129 2.451 -0.1374 -0.5699 0.4352 0.084
H -1.556 -2.591 1.865 -0.0704 0.4631 -0.2615 0.064
H -0.303 -2.499 3.098 -1.4388 1.0547 -0.7705 0.106
H -1.904 -1.692 3.384 0.7947 0.5338 -1.2060 0.099
```
Positions in Å, forces in eV/Å.

Properties
Structure (SMILES): CC[C@@H]1CC[C@@H](CC)P1(C)=[NH+]C
Orbital gap (eV): 10.9
Maximum force (eV Å⁻¹): 4.01
Charge: +1
E_HOMO (eV): -13.30

[3]
DFT (wB97M-V/def2-TZVPD) results for an isolated molecule of C10H23PS in a non-equilibrium geometry.

Geometry as XYZ:
```
35
Properties=species:S:1:pos:R:3:forces:R:3:lowdin_spin:R:1
C 1.531 0.480 1.666 -0.6822 0.2537 -2.0106 0.614
C -1.716 -0.107 2.079 0.1066 -1.5587 -3.0663 0.029
C -0.156 -2.117 1.826 2.1965 1.7095 -5.3112 0.031
C -0.180 2.889 -0.250 -1.2523 -0.3735 3.1290 0.014
C -1.880 1.285 -1.204 1.1690 -1.8462 2.0280 0.010
C 2.399 -0.556 -1.481 0.7692 -0.3986 0.9842 0.005
C 0.289 -1.764 -1.908 -2.8747 2.8342 -0.4362 0.005
C -0.892 -0.893 1.107 -0.6224 -2.5967 -1.0550 0.072
C -0.359 1.470 -0.788 0.6739 1.5373 -1.1662 0.043
C 1.138 -1.104 -0.904 2.3164 -1.0221 2.2031 0.026
P 0.410 0.153 0.381 -1.2358 -2.2795 -1.6612 0.245
S 2.982 1.511 1.233 2.5402 1.3054 0.5173 0.730
H 1.043 1.265 2.137 -0.9329 1.1714 1.5839 0.038
H -1.139 0.310 2.771 2.2682 2.3220 2.7757 0.008
H -2.243 0.499 1.445 -1.1884 2.7633 -0.9728 0.002
H -2.472 -0.601 2.542 -1.9906 -2.3182 1.4913 0.002
H 0.866 -1.742 2.075 -0.7798 -0.5180 0.4977 0.017
H 0.007 -2.912 1.040 -0.2433 0.5531 1.0167 0.002
H -0.701 -2.471 2.588 -1.7696 -1.2179 2.9061 0.002
H -0.511 3.000 0.839 0.8619 -0.7273 -0.8040 0.005
H 0.739 3.413 -0.325 1.0604 0.0017 -0.3607 0.001
H -0.961 3.491 -0.590 -1.0285 1.1682 -1.5788 0.001
H -2.526 1.540 -0.359 0.1362 -0.1756 0.0000 0.001
H -1.975 0.227 -1.416 -0.4828 -0.4029 0.1052 0.002
H -2.334 1.740 -2.047 0.6238 1.1649 -1.0461 0.002
H 2.254 0.201 -2.123 -1.3958 2.5447 -3.2533 0.001
H 2.975 0.072 -0.849 0.8434 -0.3841 1.4718 0.007
H 3.046 -1.226 -2.003 0.3143 -0.9191 -0.0976 0.000
H -0.069 -1.041 -2.690 0.0913 -0.4511 0.5851 0.000
H -0.573 -2.103 -1.353 -0.5491 -0.6050 -0.3976 0.002
H 0.733 -2.530 -2.443 1.1662 -1.7082 -0.7236 0.002
H -1.555 -1.208 0.200 0.8221 0.0193 1.6825 0.015
H 0.260 1.504 -1.741 -0.5700 -0.7252 0.9665 0.006
H 1.518 -2.014 -0.346 -0.5209 1.1959 0.4443 0.001
H 3.876 0.565 0.999 0.1594 -0.3167 -0.4475 0.059
```
Positions in Å, forces in eV/Å.

Properties
Orbital gap (spin up / spin down) (eV): 3.6 / 7.4
Maximum force (eV Å⁻¹): 6.00
Spin multiplicity: 3
E_HOMO (spin up / spin down) (eV): -2.90 / -8.96
⟨S²⟩: 2.01

[4]
DFT (wB97M-V/def2-TZVPD) results for a structure of composition C10H24B11Br6NO6PW in a non-equilibrium geometry.

Geometry as XYZ:
```
60
Properties=species:S:1:pos:R:3:forces:R:3:lowdin_spin:R:1
W -0.715 -0.161 0.955 1.3043 -0.5008 -4.2018 0.644
O -2.685 1.398 -0.114 -0.4147 -0.0124 0.1785 0.000
C -3.985 0.765 -0.195 0.0420 -0.1750 0.1417 0.000
C -4.337 0.142 1.157 0.2507 0.5932 -0.6027 -0.001
N -3.231 -0.742 1.602 0.5077 -0.3763 0.4499 -0.018
C -2.862 -0.561 3.031 0.3637 -0.0363 -0.1302 0.006
C -1.494 0.121 3.022 -0.1225 -0.0516 5.2191 0.020
O -0.628 -0.012 3.902 -2.4659 0.2563 -1.3007 0.188
O -1.383 1.100 2.098 0.0488 1.2734 0.6744 0.037
C -3.429 -2.162 1.266 0.2939 0.0075 -0.2149 -0.001
C -2.056 -2.835 1.103 -1.4753 -1.2414 0.8304 0.003
O -1.781 -3.966 1.312 0.0550 0.8122 -0.2399 0.001
O -1.150 -1.908 0.683 1.0379 -0.3825 -0.2614 0.016
H -2.830 2.257 0.323 0.3353 -0.2590 -0.1160 0.000
H -3.923 0.009 -0.983 0.0005 0.1349 0.1034 0.000
H -4.741 1.498 -0.483 0.0698 -0.0906 -0.0135 0.000
H -5.284 -0.400 1.080 0.1097 -0.0500 0.1385 -0.001
H -4.458 0.951 1.882 -0.0064 -0.1835 0.0073 0.000
H -2.773 -1.511 3.569 -0.0357 0.1031 -0.1878 -0.001
H -3.584 0.056 3.579 0.1721 -0.0191 -0.0846 0.002
H -3.951 -2.264 0.306 0.0652 0.1237 0.1167 0.000
H -4.010 -2.704 2.022 0.1599 0.0960 -0.1156 -0.001
Br 0.457 2.071 -0.014 0.2325 0.2370 -0.7393 0.029
B 1.050 1.717 -1.973 -0.0525 -0.4350 0.0096 0.010
B 1.862 2.850 -3.092 0.0301 -0.3022 0.0870 0.032
C 1.418 2.255 -4.628 0.0559 -0.3642 0.3824 0.002
B 0.197 2.254 -3.447 0.1653 -0.3076 0.2003 0.031
B 0.344 0.935 -4.666 0.2765 0.0385 0.1600 0.033
B 2.073 0.736 -5.046 -0.0607 0.1040 0.1675 0.026
B 2.996 1.906 -4.083 -0.0760 -0.0716 -0.0632 0.029
B 2.808 1.527 -2.324 -0.0780 -0.2165 0.5156 0.054
Br 4.111 1.817 -0.925 -0.1765 0.0247 -0.3051 0.046
B 2.957 0.175 -3.567 0.1130 -0.1117 0.0312 0.091
Br 4.500 -0.996 -3.678 -0.6315 0.6055 0.0071 0.444
B 1.253 -0.424 -3.941 -0.2655 -0.8042 0.1834 0.068
Br 0.849 -2.287 -4.323 0.1230 0.7103 0.0322 0.100
B 0.119 0.560 -2.934 0.0839 -0.2780 0.5253 0.019
Br -1.418 -0.380 -2.043 0.3110 0.2648 -0.3983 0.042
B 1.701 0.090 -2.263 -0.2552 -0.1933 0.5233 0.017
Br 1.575 -1.196 -0.689 0.2843 0.5912 -1.0128 -0.004
H 2.044 3.986 -2.913 0.0998 0.2620 0.1019 0.002
H 1.330 2.970 -5.433 0.0042 0.0786 0.0269 0.000
H -0.687 3.007 -3.509 -0.3003 0.1792 0.0648 0.002
H -0.447 0.827 -5.512 -0.2335 -0.0918 -0.1819 0.001
H 2.393 0.502 -6.142 0.0935 -0.0905 -0.2190 0.000
H 3.915 2.438 -4.565 0.2578 0.0777 -0.0285 0.000
C 2.174 0.482 4.220 -0.3017 -0.2975 -0.1058 0.001
P 1.650 -0.981 3.300 1.1799 -0.5486 0.3390 0.010
C 3.123 -1.799 2.623 -0.3505 0.3255 0.0764 0.000
C 0.828 -2.279 4.273 0.1219 0.5585 0.0165 0.007
O 0.862 -0.530 1.981 -1.2044 0.2985 -0.6662 0.015
H 2.758 0.132 5.068 0.1630 -0.0743 0.0991 0.000
H 1.326 1.051 4.596 0.0506 -0.1202 -0.0715 0.000
H 2.802 1.119 3.597 0.0314 -0.1280 -0.0979 0.000
H 3.763 -2.084 3.453 0.0838 -0.0245 0.2048 0.000
H 3.692 -1.152 1.959 -0.0826 0.1553 -0.0116 0.000
H 2.850 -2.708 2.087 -0.1506 -0.0296 0.0016 0.000
H 1.619 -2.894 4.695 0.1546 -0.1062 -0.0409 0.001
H 0.194 -2.913 3.653 0.0457 0.0381 -0.1397 0.000
H 0.249 -1.856 5.089 -0.0381 0.0242 -0.0653 0.000
```
Positions in Å, forces in eV/Å.

Properties
Orbital gap (spin up / spin down) (eV): 6.6 / 4.5
Maximum force (eV Å⁻¹): 5.22
Spin multiplicity: 3
Charge: +3
E_HOMO (spin up / spin down) (eV): -17.93 / -17.72
⟨S²⟩: 2.02